No. 1
{"formula": "C5H9NO", "method": "wB97M-V/def2-TZVPD", "symbols": ["C", "N", "C", "C", "C", "O", "C", "H", "H", "H", "H", "H", "H", "H", "H", "H"], "xyz": [[-1.053, -0.038, -1.352], [-1.012, 0.136, 0.113], [-0.383, -1.016, 0.698], [1.193, -0.768, 0.483], [1.219, 0.805, 0.394], [2.169, 1.491, 0.311], [-0.196, 1.308, 0.451], [-1.975, -0.762, -1.604], [-1.363, 0.826, -2.108], [-0.004, -0.433, -1.669], [-0.803, -1.312, 1.783], [-0.653, -1.902, 0.138], [1.530, -1.199, -0.513], [1.820, -0.964, 1.310], [-0.286, 1.553, 1.564], [-0.203, 2.276, 0.001]], "homo_ha": -0.31643, "smiles": "CN1CCC(=O)C1", "total_charge": 0, "gap_ha": 0.351, "mol_weight_g_mol": 99.1}



No. 2
{"formula": "C5H9NO", "method": "wB97M-V/def2-TZVPD", "symbols": ["C", "C", "N", "C", "C", "C", "O", "H", "H", "H", "H", "H", "H", "H", "H", "H"], "xyz": [[-2.053, -0.445, 0.182], [-1.148, 0.370, 1.072], [-0.143, -0.087, 1.774], [0.089, 1.199, -0.333], [1.063, 0.271, -0.847], [2.252, -0.412, -0.337], [1.053, -1.123, -0.722], [-2.356, 0.179, -0.661], [-2.949, -0.776, 0.721], [-1.525, -1.321, -0.208], [-1.545, 1.331, 1.401], [0.050, -1.050, 1.475], [0.671, 2.141, -0.211], [0.976, 0.700, -1.876], [3.123, -0.592, -0.967], [2.437, -0.384, 0.739]], "homo_ha": -0.31237, "total_charge": 0, "gap_ha": 0.307, "mol_weight_g_mol": 99.1}



No. 3
{"formula": "C5H9NO", "method": "wB97M-V/def2-TZVPD", "symbols": ["C", "C", "C", "O", "C", "C", "N", "H", "H", "H", "H", "H", "H", "H", "H", "H"], "xyz": [[2.146, -0.240, 0.304], [1.018, 0.798, 0.296], [0.082, 0.897, -0.874], [-0.789, -0.852, -0.790], [-2.129, -0.517, -0.460], [-2.239, 0.231, 0.806], [-2.365, 0.764, 1.824], [2.718, -0.198, -0.629], [2.838, -0.078, 1.138], [1.764, -1.266, 0.406], [1.461, 1.810, 0.262], [0.463, 0.783, 1.245], [0.656, 0.586, -1.770], [-0.404, -1.403, -0.090], [-2.735, -1.427, -0.394], [-2.484, 0.113, -1.274]], "homo_ha": -0.29562, "total_charge": 0, "gap_ha": 0.309, "mol_weight_g_mol": 99.1}



No. 4
{"formula": "C5H9NO", "method": "wB97M-V/def2-TZVPD", "symbols": ["C", "C", "C", "C", "C", "N", "H", "H", "H", "H", "H", "H", "H", "O", "H", "H"], "xyz": [[0.452, -0.340, 2.163], [-0.039, 0.419, 1.053], [0.105, -0.037, -0.299], [-0.385, 0.985, -1.171], [-0.705, 2.051, -0.324], [-0.797, 1.613, 0.938], [1.203, -0.956, 1.608], [-0.439, -0.884, 2.432], [0.944, 0.282, 2.961], [0.821, -0.772, -0.686], [-0.330, 0.964, -2.217], [-0.796, 3.088, -0.647], [-0.682, 2.275, 1.679], [0.024, -3.164, -2.778], [0.960, -2.966, -2.565], [-0.337, -2.560, -2.148]], "homo_ha": -0.28566, "smiles": "Cc1ccc[nH]1.O", "total_charge": 0, "gap_ha": 0.315, "mol_weight_g_mol": 99.1}



No. 5
{"formula": "C5H9NO", "method": "wB97M-V/def2-TZVPD", "symbols": ["C", "C", "O", "C", "N", "C", "C", "H", "H", "H", "H", "H", "H", "H", "H", "H"], "xyz": [[-1.049, 1.381, -0.459], [-0.496, 0.247, 0.362], [-1.069, 0.350, 1.657], [-0.520, -1.225, -0.120], [0.914, -1.410, 0.293], [1.634, -0.580, -0.668], [1.009, 0.099, 0.470], [-0.603, 1.381, -1.458], [-0.808, 2.326, 0.040], [-2.135, 1.299, -0.542], [-0.486, -0.102, 2.282], [-0.634, -1.434, -1.191], [-1.236, -1.833, 0.437], [1.235, -0.425, -1.670], [2.705, -0.744, -0.611], [1.604, 0.667, 1.187]], "homo_ha": -0.34247, "smiles": "C[C@@]1(O)CN2C[C@H]21", "total_charge": 0, "gap_ha": 0.380, "mol_weight_g_mol": 99.1}



No. 6
{"formula": "C5H9NO", "method": "wB97M-V/def2-TZVPD", "symbols": ["C", "C", "O", "C", "N", "C", "C", "H", "H", "H", "H", "H", "H", "H", "H", "H"], "xyz": [[1.359, -1.197, 0.052], [0.647, 0.132, 0.000], [1.637, 1.124, 0.232], [-0.297, 0.497, -1.173], [-1.359, 0.982, -0.231], [-1.809, -0.198, 0.509], [-0.541, 0.433, 0.903], [0.685, -2.027, -0.175], [1.786, -1.348, 1.048], [2.179, -1.191, -0.673], [1.185, 1.977, 0.168], [-0.631, -0.325, -1.818], [0.078, 1.319, -1.790], [-1.816, -1.159, -0.002], [-2.703, -0.021, 1.106], [-0.367, 1.002, 1.814]], "homo_ha": -0.34392, "smiles": "C[C@@]1(O)CN2C[C@H]21", "total_charge": 0, "gap_ha": 0.381, "mol_weight_g_mol": 99.1}



No. 7
{"formula": "C5H9NO", "method": "wB97M-V/def2-TZVPD", "symbols": ["C", "C", "C", "C", "C", "N", "O", "H", "H", "H", "H", "H", "H", "H", "H", "H"], "xyz": [[-0.420, -0.609, 1.177], [-0.638, -1.187, -0.724], [-0.999, 0.021, 0.171], [-1.774, 1.214, 0.033], [2.711, 0.827, -0.450], [-0.218, -1.861, 0.559], [2.285, 0.693, 0.644], [-0.389, -0.410, 2.234], [-1.468, -1.747, -1.182], [0.310, -1.098, -1.260], [-1.543, 2.002, 0.746], [-2.816, 0.964, 0.170], [-1.610, 1.641, -0.873], [2.251, 0.026, -1.192], [3.570, 1.616, -0.680], [0.749, -2.093, 0.628]], "homo_ha": -0.29441, "total_charge": 0, "gap_ha": 0.327, "mol_weight_g_mol": 99.1}



No. 8
{"formula": "C5H9NO", "method": "wB97M-V/def2-TZVPD", "symbols": ["O", "C", "C", "C", "C", "N", "C", "H", "H", "H", "H", "H", "H", "H", "H", "H"], "xyz": [[-2.390, -1.127, 0.622], [-1.265, -0.710, -0.122], [0.096, -0.865, 0.587], [0.527, 0.448, -0.036], [1.669, 0.551, -0.971], [1.679, 1.256, 0.317], [-0.938, 0.821, -0.296], [-2.269, -0.904, 1.558], [-1.331, -1.232, -1.084], [0.667, -1.772, 0.381], [-0.023, -0.729, 1.675], [1.629, 1.193, -1.850], [2.292, -0.336, -1.099], [2.254, 0.751, 0.990], [-1.487, 1.250, 0.539], [-1.110, 1.408, -1.213]], "homo_ha": -0.35120, "smiles": "O[C@H]1C[C@]2(CN2)C1", "total_charge": 0, "gap_ha": 0.386, "mol_weight_g_mol": 99.1}



No. 9
{"formula": "C5H9NO", "method": "wB97M-V/def2-TZVPD", "symbols": ["C", "C", "C", "O", "C", "N", "C", "H", "H", "H", "H", "H", "H", "H", "H", "H"], "xyz": [[1.158, -1.648, -0.295], [0.574, -0.456, 0.365], [0.447, 0.164, 1.604], [0.675, -0.045, 2.789], [-0.145, 1.430, 0.899], [-0.086, 0.638, -0.396], [-1.382, 0.259, -1.018], [0.444, -2.210, -0.917], [1.503, -2.329, 0.488], [2.027, -1.412, -0.932], [0.537, 2.285, 0.856], [-1.160, 1.762, 1.134], [0.499, 1.102, -1.098], [-1.333, -0.798, -1.290], [-1.582, 0.861, -1.910], [-2.177, 0.396, -0.279]], "homo_ha": -0.26551, "smiles": "CC1=C([O-])C[N@@H+]1C", "total_charge": 0, "gap_ha": 0.283, "mol_weight_g_mol": 99.1}



No. 10
{"formula": "C5H9NO", "method": "wB97M-V/def2-TZVPD", "symbols": ["C", "C", "C", "C", "O", "C", "N", "H", "H", "H", "H", "H", "H", "H", "H", "H"], "xyz": [[1.222, 0.667, 0.815], [0.138, -0.092, 0.056], [0.712, -1.178, -0.841], [-1.086, -0.491, 0.908], [-1.922, 0.495, 0.292], [-0.855, 0.795, -0.612], [-0.929, 1.543, -1.608], [0.793, 1.445, 1.456], [1.791, -0.030, 1.441], [1.912, 1.145, 0.114], [1.399, -0.743, -1.573], [1.265, -1.906, -0.239], [-0.074, -1.707, -1.388], [-0.996, -0.314, 1.976], [-1.466, -1.497, 0.722], [-1.904, 1.868, -1.520]], "homo_ha": -0.37073, "total_charge": 0, "gap_ha": 0.402, "mol_weight_g_mol": 99.1}